Formula: C3H3NdO3
Source: OMol25
Level of theory: wB97M-V/def2-TZVPD

Each line ends with the Löwdin charge.
Positions of all 10 atoms, in Å:
H: -3.90732 -0.22448 -1.28466  0.18
O: -6.32506 -1.32394 -2.05267  0.15
C: -5.53509 -0.93181 -2.87202  -0.79
O: -4.49283 -0.13553 -2.75987  -0.25
O: -5.56402 -1.32186 -4.17480  -0.09
Nd: -4.40378 0.76996 -5.18707  1.87
H: -6.17061 -2.09440 -4.37407  0.18
C: -3.31595 -0.29597 0.13486  -0.24
C: -3.24482 -0.14847 1.37325  -0.06
H: -2.41561 -1.02710 0.28248  0.05

Cartesian forces (eV/Å) of the 6 atoms listed first:
H 1.620 -0.019 4.132
O 0.879 0.459 -1.186
C 0.166 -0.052 3.055
O -0.509 0.749 -1.123
O -0.997 -1.431 -3.205
Nd -0.124 -1.043 1.882

## Properties
Net charge: +1
Molecular weight in Da: 231.29
⟨S²⟩: 6.00
Energy relative to the best compared isomer or geometry (same formula, charge and spin) in eV: 5.499
Multiplicity: 5
HOMO energy (spin up / spin down) in eV: -11.52 / -11.52
E_LUMO (spin up / spin down) in hartree: -0.234 / -0.232
Calculated total energy in Eh: -902.7430

Formula: C3H3O2
Source: OMol25
Level of theory: wB97M-V/def2-TZVPD

Each line ends with the Löwdin charge.
Positions of all 8 atoms, in Å:
C: -0.75680 -1.07154 0.03155  0.05
C: -0.99693 0.55356 0.13692  0.05
C: 0.07608 -0.08097 -0.50421  0.29
O: -1.93878 -0.40930 -0.08291  0.17
O: 2.52424 0.60353 -0.07062  0.02
H: -0.62652 -2.00590 0.56973  0.19
H: -1.12345 1.39840 0.81458  0.19
H: 2.84216 1.01222 -0.89504  0.03

Cartesian forces (eV/Å) of the 6 atoms listed first:
C 1.222 -0.982 -0.456
C 0.908 1.269 -0.176
C 0.448 0.255 0.335
O -1.651 -0.187 0.158
O -0.810 -0.269 0.101
H -0.108 0.114 0.176

## Properties
Net charge: +1
Molecular weight in Da: 71.06
Energy relative to the best compared isomer or geometry (same formula, charge and spin) in eV: 8.133
Multiplicity: 1
HOMO energy (spin up / spin down) in eV: -16.75 / -15.94
E_LUMO (spin up / spin down) in hartree: -0.304 / -0.229
Calculated total energy in Eh: -265.9737

Formula: C3H3O2Pb
Source: OMol25
Level of theory: wB97M-V/def2-TZVPD

Each line ends with the Löwdin charge.
Positions of all 9 atoms, in Å:
C: 0.93357 -1.50639 -0.20969  0.24
C: -0.05313 -0.87531 -0.93933  -0.05
H: 1.01450 -2.41415 0.38779  0.11
H: -1.09790 -1.20355 -0.83687  0.09
H: 0.19232 -0.32318 -1.85407  0.09
O: 0.97246 0.13452 1.25035  0.18
C: 0.11580 0.81102 0.73751  -0.34
Pb: -1.53678 3.58520 0.58901  1.90
O: -0.54084 1.79184 0.87528  -0.22

Cartesian forces (eV/Å) of the 6 atoms listed first:
C -1.584 -0.499 -2.334
C 0.273 -0.171 0.659
H 0.014 0.442 0.317
H 0.378 -0.185 -0.181
H 0.122 0.052 0.390
O -2.408 3.574 -0.344

## Properties
Net charge: +2
Molecular weight in Da: 278.25
⟨S²⟩: 0.94
Energy relative to the best compared isomer or geometry (same formula, charge and spin) in eV: 3.392
Multiplicity: 2
HOMO energy (spin up / spin down) in eV: -17.17 / -17.15
E_LUMO (spin up / spin down) in hartree: -0.430 / -0.430
Calculated total energy in Eh: -458.5224

Formula: C3H3O2S
Source: OMol25
Level of theory: wB97M-V/def2-TZVPD

Each line ends with the Löwdin charge.
Positions of all 9 atoms, in Å:
C: 0.61293 -2.50737 1.74253  -0.07
C: 0.89022 -1.58460 1.03286  -0.05
C: 0.15784 0.92005 -0.93461  -0.40
O: 0.16891 2.28819 -0.28468  -0.54
O: -2.09083 2.31896 -1.54666  -0.62
S: -1.41694 1.72951 -0.39919  0.77
H: 0.49438 -3.46962 2.17675  -0.02
H: 0.94899 -0.77786 0.24093  -0.04
H: 0.23450 1.08275 -2.02794  -0.03

Cartesian forces (eV/Å) of the 6 atoms listed first:
C 0.224 -0.878 0.123
C -0.022 1.061 -1.344
C -0.217 -0.269 0.980
O -0.880 -0.074 -0.029
O -1.309 1.025 -1.026
S 3.157 -1.100 -0.125

## Properties
Net charge: -1
Molecular weight in Da: 103.12
Energy relative to the best compared isomer or geometry (same formula, charge and spin) in eV: 5.713
Multiplicity: 1
HOMO energy in eV: -2.73
E_LUMO in hartree: 0.141
Calculated total energy in Eh: -664.6254

Formula: C3H3O2S
Source: OMol25
Level of theory: wB97M-V/def2-TZVPD

Each line ends with the Löwdin charge.
Positions of all 9 atoms, in Å:
C: 1.09763 0.01344 -0.26389  -0.05
C: -0.35254 0.02645 -0.58903  -0.60
O: -0.87753 -0.24341 -1.65175  0.03
C: -1.09892 0.24964 0.63038  -1.06
O: -1.50006 1.33245 1.12723  -0.12
S: -1.46435 -1.22006 1.19735  0.59
H: 1.66858 -0.06096 -1.20018  0.08
H: 1.45861 0.79904 0.38465  0.08
H: 1.06859 -0.89659 0.36524  0.07

Cartesian forces (eV/Å) of the 6 atoms listed first:
C 0.636 -1.083 -0.808
C 0.146 1.031 -0.900
O 0.618 0.316 -0.354
C -2.773 3.018 1.571
O 1.204 -0.314 -1.155
S -0.619 -3.296 1.654

## Properties
Net charge: -1
Molecular weight in Da: 103.12
Energy relative to the best compared isomer or geometry (same formula, charge and spin) in eV: 0.403
Multiplicity: 1
HOMO energy in eV: -3.56
SMILES: CC(=O)C([O-])=S
E_LUMO in hartree: 0.143
Calculated total energy in Eh: -664.8206

Formula: C3H3O2S
Source: OMol25
Level of theory: wB97M-V/def2-TZVPD

Each line ends with the Löwdin charge.
Positions of all 9 atoms, in Å:
C: 0.50579 0.39651 -0.11528  0.01
C: 1.96481 -1.51849 -0.14619  0.38
C: -0.97088 0.34699 -0.05729  -0.76
O: 1.18670 -0.62273 -0.00844  0.11
O: -1.50854 1.53781 -0.15504  0.03
S: -1.96433 -0.95325 0.31039  0.84
H: 0.90949 1.34061 0.02522  0.16
H: 2.32889 -2.17184 0.50179  0.08
H: -2.45193 1.64439 -0.35517  0.15

Cartesian forces (eV/Å) of the 6 atoms listed first:
C -4.454 1.559 0.213
C -0.750 1.682 -4.791
C -2.281 -2.021 0.593
O 1.269 -1.754 1.150
O 1.480 1.852 -0.658
S 1.863 0.523 -0.594

## Properties
Net charge: +1
Molecular weight in Da: 103.12
Energy relative to the best compared isomer or geometry (same formula, charge and spin) in eV: 5.298
Multiplicity: 1
HOMO energy (spin up / spin down) in eV: -13.85 / -13.97
E_LUMO (spin up / spin down) in hartree: -0.261 / -0.260
Calculated total energy in Eh: -664.2573

Formula: C3H3O2S
Source: OMol25
Level of theory: wB97M-V/def2-TZVPD

Each line ends with the Löwdin charge.
Positions of all 9 atoms, in Å:
C: 0.01310 -0.84159 0.07784  -0.30
C: -1.89138 1.02794 -0.00069  -0.03
C: 0.86964 0.29876 0.13196  -0.60
O: 0.54384 1.44728 0.05523  0.18
O: 2.09958 -0.17904 -0.01842  0.16
S: -1.60416 -0.50337 0.07148  1.20
H: 0.27473 -1.94756 0.18200  0.14
H: -2.29804 1.89525 -0.49028  0.08
H: 1.99270 -1.19767 -0.00912  0.17

Cartesian forces (eV/Å) of the 6 atoms listed first:
C -2.652 -2.033 0.777
C 1.565 0.496 0.305
C 1.471 -1.643 -1.618
O -1.687 1.023 0.415
O 0.536 -1.498 0.504
S 0.221 -0.752 -0.351

## Properties
Net charge: +1
Molecular weight in Da: 103.12
Energy relative to the best compared isomer or geometry (same formula, charge and spin) in eV: 4.133
Multiplicity: 1
HOMO energy (spin up / spin down) in eV: -15.16 / -15.17
E_LUMO (spin up / spin down) in hartree: -0.299 / -0.299
Calculated total energy in Eh: -664.3001

Formula: C3H3O2Sn
Source: OMol25
Level of theory: wB97M-V/def2-TZVPD

Each line ends with the Löwdin charge.
Positions of all 9 atoms, in Å:
H: -1.45470 -2.32043 -0.00361  -0.01
O: 0.12510 0.59646 -0.03671  -0.23
O: 2.19164 1.22083 0.03307  -0.64
C: -0.74170 -1.62459 -0.48879  0.10
C: -0.80770 -0.40775 0.23981  -0.42
C: 1.42243 0.28884 0.35044  -0.31
H: -1.75603 -0.24542 -0.45328  0.17
H: -1.10851 -0.40494 1.30070  0.12
Sn: 2.12948 2.89699 -0.94162  0.22

Cartesian forces (eV/Å) of the 6 atoms listed first:
H -0.100 0.190 0.073
O -0.718 0.298 -0.237
O 0.124 -2.841 1.614
C 0.043 -0.093 -0.239
C 0.149 -0.130 -0.059
C 0.035 -0.825 0.466

## Properties
Net charge: -1
Molecular weight in Da: 189.77
Energy relative to the best compared isomer or geometry (same formula, charge and spin) in eV: 4.062
Multiplicity: 1
HOMO energy (spin up / spin down) in eV: -1.25 / -1.23
E_LUMO (spin up / spin down) in hartree: 0.121 / 0.122
Calculated total energy in Eh: -480.6741